This record from the OMol25 dataset describes C13H19N4O2ReSe as an isolated structure at a distorted geometry. The level of theory is ωB97M-V/def2-TZVPD.

Values from the calculation:
DFT total energy, eV: -91291.6628
Frontier orbital gap (spin up / spin down), Eh: 0.233 / 0.241
Net charge: +3
HOMO energy (spin up / spin down), eV: -18.76 / -18.72
2S+1: 2
Expectation value of S²: 0.901

Last column: natural (NBO) charge in e.
Cartesian coordinates (Å):
Re (0.22756, -0.94248, -0.41091)  1.465
N (1.84669, -2.35253, -0.33024)  -0.803
C (2.21347, -2.79374, -1.73384)  -0.239
C (1.14444, -3.63285, -2.40433)  -0.552
C (-0.15793, -2.90886, -2.66225)  0.767
O (-0.79779, -3.00007, -3.63517)  -0.369
O (-0.61188, -2.13823, -1.55363)  -0.641
H (2.67973, -1.94720, 0.10235)  0.440
H (1.61790, -3.17041, 0.23838)  0.431
H (3.12979, -3.38121, -1.67678)  0.271
H (2.44855, -1.90480, -2.32233)  0.230
H (0.90666, -4.52110, -1.80901)  0.270
H (1.50289, -3.97816, -3.37204)  0.312
C (-2.16614, -2.67565, 3.40208)  -0.063
C (-2.66373, -2.87516, 2.12169)  -0.202
C (-1.98465, -2.35238, 1.04353)  0.055
N (-0.83489, -1.65648, 1.21069)  -0.498
C (-0.35170, -1.45418, 2.46000)  0.019
C (-0.99124, -1.94780, 3.56882)  -0.193
H (-2.68527, -3.07921, 4.26186)  0.277
H (-3.57368, -3.43354, 1.95013)  0.281
H (-2.35035, -2.48227, 0.03552)  0.250
H (0.56251, -0.87537, 2.55690)  0.221
H (-0.57362, -1.76798, 4.54978)  0.277
C (2.58529, 3.53161, -0.10762)  -0.420
N (1.17010, 3.91958, -0.19934)  -0.278
C (0.68704, 5.18772, -0.04054)  0.004
C (-0.66462, 5.12991, -0.19886)  -0.006
N (-0.99314, 3.82810, -0.45193)  -0.273
C (-2.35833, 3.32849, -0.69324)  -0.421
C (0.13165, 3.10410, -0.43710)  0.233
Se (0.26098, 1.29984, -0.96552)  0.102
H (3.18263, 4.42472, 0.04614)  0.270
H (2.90449, 3.05703, -1.03292)  0.240
H (2.73760, 2.86211, 0.73530)  0.231
H (1.32433, 6.03202, 0.16654)  0.282
H (-1.40063, 5.91599, -0.15358)  0.284
H (-3.04069, 4.17223, -0.68669)  0.268
H (-2.64981, 2.63641, 0.09236)  0.234
H (-2.41423, 2.84180, -1.66419)  0.245

=====

This record from the OMol25 dataset describes one molecule with the formula C13H19NO2S3. The level of theory is ωB97M-V/def2-TZVPD.

Values from the calculation:
Structure (SMILES): CCCCOC(=O)CSC(=S)N(C)Cc1cccs1
DFT total energy, eV: -51880.3595
Frontier orbital gap, Eh: 0.329
HOMO energy, eV: -8.35

Last column: natural (NBO) charge in e.
Cartesian coordinates (Å):
C (-0.14653, 3.95124, 5.08122)  -0.598
C (-0.54620, 2.81393, 4.14952)  -0.391
C (0.65354, 2.28334, 3.36914)  -0.413
C (0.25615, 1.14651, 2.44140)  -0.066
O (1.42147, 0.70922, 1.73741)  -0.505
C (1.25738, -0.30714, 0.90435)  0.817
O (0.23570, -0.92499, 0.75754)  -0.618
C (2.56963, -0.63912, 0.21165)  -0.639
S (2.23018, -1.51901, -1.32596)  0.277
C (1.21048, -0.31106, -2.13853)  -0.042
S (1.07705, 1.21844, -1.54760)  -0.174
N (0.60669, -0.71006, -3.26180)  -0.414
C (-0.27756, 0.21271, -3.93899)  -0.417
C (0.49721, -2.10385, -3.64491)  -0.244
C (-0.78223, -2.69567, -3.14003)  -0.229
C (-1.27424, -2.67748, -1.87170)  -0.252
C (-2.53034, -3.31675, -1.76469)  -0.245
C (-2.97445, -3.80619, -2.94855)  -0.412
S (-1.87159, -3.49449, -4.22953)  0.425
H (-1.01237, 4.32043, 5.62532)  0.209
H (0.28051, 4.77532, 4.51452)  0.203
H (0.59357, 3.61190, 5.80240)  0.202
H (-1.30487, 3.16686, 3.44805)  0.198
H (-0.98618, 2.00219, 4.73300)  0.196
H (1.09235, 3.08378, 2.77133)  0.206
H (1.41801, 1.92441, 4.06083)  0.202
H (-0.48934, 1.47427, 1.70826)  0.193
H (-0.16155, 0.29988, 2.99852)  0.187
H (3.14794, -1.32914, 0.82751)  0.255
H (3.14472, 0.26578, 0.01996)  0.266
H (0.22665, 1.17097, -4.06445)  0.234
H (-1.18888, 0.38052, -3.35894)  0.217
H (-0.53874, -0.19443, -4.91244)  0.203
H (1.35663, -2.64817, -3.24161)  0.233
H (0.53475, -2.16937, -4.73593)  0.217
H (-0.76959, -2.22372, -1.03688)  0.258
H (-3.07345, -3.40546, -0.84134)  0.227
H (-3.88253, -4.33561, -3.15804)  0.235

=====

This record from the OMol25 dataset describes one molecule with the formula C13H19NO7 at a distorted geometry. The level of theory is ωB97M-V/def2-TZVPD.

Values from the calculation:
Structure (SMILES): C=CCOC(=O)NCCOC(=O)OCCOC(=O)C(=C)C
DFT total energy, eV: -29610.9386
Frontier orbital gap, Eh: 0.350
HOMO energy, eV: -9.27

Last column: natural (NBO) charge in e.
Cartesian coordinates (Å):
C (2.35294, 0.71784, -4.21044)  -0.386
C (2.35562, 2.04284, -3.94483)  -0.200
C (2.17445, 2.62058, -2.53548)  -0.110
O (1.19014, 1.86549, -1.82099)  -0.512
C (0.93463, 2.31807, -0.56745)  0.893
O (1.27753, 3.39801, -0.10041)  -0.671
N (0.20050, 1.43349, 0.20803)  -0.656
C (0.00044, 1.63310, 1.64824)  -0.245
C (1.18313, 1.12411, 2.45849)  -0.083
O (1.60769, -0.21788, 2.08312)  -0.496
C (0.76780, -1.23608, 2.43275)  0.992
O (-0.22164, -1.06658, 3.16321)  -0.663
O (1.17342, -2.43212, 1.97576)  -0.491
C (0.21801, -3.50447, 2.04847)  -0.098
C (-0.65213, -3.62166, 0.78568)  -0.108
O (-1.63443, -2.61412, 0.72057)  -0.494
C (-1.40607, -1.56308, -0.13657)  0.771
O (-0.35615, -1.29941, -0.70521)  -0.613
C (-2.46223, -0.52418, -0.24283)  -0.124
C (-2.46680, 0.39807, -1.27672)  -0.286
C (-3.53486, -0.43108, 0.81959)  -0.634
H (2.52047, 0.34913, -5.21152)  0.201
H (2.20324, 0.01696, -3.40509)  0.205
H (2.53057, 2.78326, -4.73235)  0.202
H (1.93620, 3.67937, -2.61066)  0.203
H (3.17502, 2.54160, -2.06587)  0.197
H (0.12949, 0.48538, -0.16595)  0.428
H (-0.90151, 1.12580, 1.97315)  0.213
H (-0.15043, 2.71107, 1.86201)  0.237
H (1.96818, 1.84681, 2.31809)  0.211
H (0.90395, 1.18048, 3.49189)  0.198
H (-0.44303, -3.47985, 2.93073)  0.217
H (0.76824, -4.45815, 2.17231)  0.204
H (0.06331, -3.64455, -0.04741)  0.214
H (-1.16364, -4.59354, 0.80865)  0.202
H (-1.68388, 0.32131, -2.01027)  0.218
H (-3.16688, 1.21761, -1.31171)  0.205
H (-4.21208, -1.26970, 0.80476)  0.223
H (-4.11083, 0.47285, 0.63604)  0.213
H (-3.06838, -0.32680, 1.76023)  0.224

=====

This record from the OMol25 dataset describes one molecule with the formula C13H20BrNO2. The level of theory is ωB97M-V/def2-TZVPD.

Values from the calculation:
Structure (SMILES): COCCNCCCOc1ccc(C)cc1Br
DFT total energy, eV: -89432.0640
Frontier orbital gap, Eh: 0.332
HOMO energy, eV: -8.33

Last column: natural (NBO) charge in e.
Cartesian coordinates (Å):
C (-0.44808, -1.22718, 1.99794)  -0.246
O (-0.34404, -1.45797, 0.61892)  -0.557
C (-1.36301, -2.30211, 0.12891)  -0.084
C (-1.10694, -2.60982, -1.35681)  -0.226
N (-1.04355, -1.49228, -2.26501)  -0.635
C (-2.22276, -0.65146, -2.35911)  -0.217
C (-2.20146, 0.61047, -1.48253)  -0.456
C (-1.20726, 1.65354, -1.99705)  -0.068
O (0.14573, 1.29317, -1.78457)  -0.508
C (0.78081, 1.32861, -0.58673)  0.274
C (2.05090, 0.73151, -0.65156)  -0.214
C (2.90571, 0.68282, 0.42054)  -0.196
C (2.53635, 1.23895, 1.64264)  -0.057
C (3.45860, 1.19234, 2.82167)  -0.623
C (1.28949, 1.82652, 1.72576)  -0.181
C (0.41859, 1.87420, 0.64129)  -0.152
Br (-1.25782, 2.72759, 1.04336)  0.034
H (-1.37556, -0.69382, 2.24622)  0.166
H (0.40903, -0.61924, 2.28006)  0.199
H (-0.42953, -2.16972, 2.55943)  0.164
H (-1.36980, -3.24934, 0.69139)  0.168
H (-2.34774, -1.82746, 0.26515)  0.157
H (-1.90380, -3.28060, -1.69631)  0.186
H (-0.15375, -3.13800, -1.43456)  0.201
H (-0.22858, -0.92246, -2.06996)  0.372
H (-2.32164, -0.34058, -3.40729)  0.183
H (-3.09972, -1.25595, -2.11128)  0.190
H (-3.19417, 1.06358, -1.47269)  0.216
H (-1.93867, 0.33944, -0.46041)  0.220
H (-1.28097, 1.72168, -3.08731)  0.191
H (-1.42398, 2.64272, -1.58580)  0.191
H (2.33081, 0.30649, -1.60297)  0.225
H (3.86973, 0.20840, 0.31550)  0.214
H (3.71963, 0.16130, 3.05704)  0.218
H (2.99831, 1.64416, 3.69651)  0.215
H (4.38183, 1.72626, 2.59988)  0.220
H (0.96730, 2.26427, 2.65973)  0.216